# 1
Entry from OMol25: the molecule C4H9NO (ωB97M-V with the def2-TZVPD basis set).

Summary:
E_LUMO = 0.040 hartree
Total charge = 0
M = 87.12 g/mol
Energy = -7830.73713 eV
Energy above the lowest of the compared OMol25 structures with the same formula, charge and spin = 1.583 eV

Geometry (Å):
1 C -0.74 -0.64 -0.06
2 C -2.01 0.12 -0.31
3 C 1.81 -0.65 -0.28
4 C 0.54 0.00 0.28
5 N 0.64 1.42 0.34
6 O -0.14 -0.70 1.29
7 H -0.70 -1.62 -0.55
8 H 1.46 1.69 0.86
9 H -0.18 1.82 0.78
10 H -2.27 0.75 0.54
11 H -1.91 0.76 -1.19
12 H 2.63 -0.43 0.40
13 H 1.69 -1.72 -0.34
14 H 2.03 -0.23 -1.26
15 H -2.84 -0.57 -0.49

These are the Löwdin partial charges, in e, on atoms 1 to 2: number 1, C, carries -0.2480; number 2, C, carries -0.0424



# 2
Entry from OMol25: a structure of composition C4H9NO (ωB97M-V with the def2-TZVPD basis set).

Summary:
E_LUMO = 0.022 hartree
Total charge = 0
M = 87.12 g/mol
Energy = -7827.80320 eV
Energy above the lowest of the compared OMol25 structures with the same formula, charge and spin = 4.517 eV

Geometry (Å):
1 C -1.44 -0.87 -0.46
2 N -0.43 -0.20 0.35
3 C -0.58 1.24 0.48
4 C 1.00 -0.71 0.05
5 C 2.10 0.18 -0.18
6 O 3.20 -0.17 -0.59
7 H -1.30 -0.60 -1.51
8 H -2.44 -0.58 -0.12
9 H -1.33 -1.95 -0.35
10 H -1.61 1.46 0.79
11 H 0.11 1.61 1.24
12 H -0.36 1.74 -0.47
13 H 0.97 -1.65 -0.48
14 H 0.20 -0.76 1.15
15 H 1.93 1.25 0.10

These are the Löwdin partial charges, in e, on atoms 1 to 2: number 1, C, carries -0.0616; number 2, N, carries -0.2994